1.
{
  "formula": "CCl2FO3S",
  "method": "wB97M-V/def2-TZVPD",
  "relative_energy_kj_mol": 230.5,
  "molar_mass_g_mol": 181.98,
  "orbital_gap_ev": 8.24,
  "e_homo_ev": -4.683,
  "total_charge": -1,
  "lumo_ev": 3.55,
  "energy_ev": -45776.8317,
  "elements": ["C", "O", "O", "O", "F", "S", "Cl", "Cl"],
  "coordinates": [[1.046, 0.105, -0.040], [-1.975, 0.983, 0.812], [-1.256, 0.118, -1.448], [-1.441, -1.415, 0.567], [1.950, 1.205, -0.685], [-1.386, -0.072, -0.049], [1.468, 0.339, 1.595], [1.594, -1.263, -0.751]]
}


2.
{
  "formula": "CCl2O",
  "method": "wB97M-V/def2-TZVPD",
  "relative_energy_kj_mol": 694.5,
  "molar_mass_g_mol": 98.92,
  "orbital_gap_ev": [7.29, 7.41],
  "e_homo_ev": [-9.310, -9.412],
  "lumo_ev": [-2.02, -2.00],
  "energy_ev": -28121.9692,
  "elements": ["C", "O", "Cl", "Cl"],
  "coordinates": [[-0.107, -0.453, -0.235], [0.558, 1.163, 0.767], [0.922, -0.613, -1.404], [-1.590, -1.109, 0.168]]
}


3.
{
  "formula": "CCl3NO2",
  "method": "wB97M-V/def2-TZVPD",
  "relative_energy_kj_mol": 0.8,
  "molar_mass_g_mol": 164.38,
  "orbital_gap_ev": 10.71,
  "e_homo_ev": -11.118,
  "lumo_ev": -0.40,
  "smiles": "O=NOC(Cl)(Cl)Cl",
  "energy_ev": -44185.8662,
  "elements": ["O", "N", "O", "C", "Cl", "Cl", "Cl"],
  "coordinates": [[0.197, 2.600, -0.509], [-0.347, 1.562, -0.434], [0.563, 0.575, -0.095], [0.068, -0.756, 0.230], [1.048, -1.658, 1.311], [-1.540, -0.693, 0.845], [0.011, -1.630, -1.348]]
}